No. 1
Computed, not measured: a cluster of 4 separate species, C22H30ClN3O6 in total, with ωB97M-V/def2-TZVPD.

The largest force on an atom comes out at 0.058 Eh/bohr. The calculation puts the HOMO energy at -9.07 eV. As for the HOMO-LUMO gap: 7.62 eV.

Element x y z (Å)
C (0.754708, -4.865899, -0.988518)
C (-0.069115, -3.849727, -1.912018)
C (-1.646210, -4.165680, -1.754689)
C (-2.308860, -2.899634, -1.092225)
C (-2.844084, -1.886464, -1.840258)
C (-3.454866, -0.617068, -1.177326)
O (-4.166876, 0.130709, -1.818187)
C (-3.107146, -0.285215, 0.303057)
C (-2.580241, -1.299268, 1.040375)
Cl (-2.122879, -0.918765, 2.734117)
C (-2.341446, -2.740705, 0.454663)
O (-2.161072, -3.642812, 1.235174)
O (0.135330, -2.547302, -1.344758)
C (1.028759, -1.733178, -2.115243)
C (1.467618, -0.559228, -1.161746)
C (1.062311, 0.827839, -1.334971)
C (1.524443, 1.809696, -0.321668)
C (2.356635, 1.406647, 0.817521)
C (2.766797, 0.000175, 0.982678)
C (2.314430, -0.967643, -0.017762)
H (1.765735, -5.107134, -1.410752)
H (0.946482, -4.315564, -0.019373)
H (0.153610, -5.768356, -0.707618)
H (0.207605, -3.936216, -2.995134)
H (-2.115323, -4.291411, -2.773901)
H (-1.817515, -5.094117, -1.149714)
H (-2.820453, -2.016723, -2.947267)
H (-3.259181, 0.753188, 0.682125)
H (0.517305, -1.288322, -3.026162)
H (1.898346, -2.333077, -2.492690)
H (0.405892, 1.120644, -2.184666)
H (1.183359, 2.867042, -0.440551)
H (2.681275, 2.126402, 1.599666)
H (3.375496, -0.372673, 1.841104)
H (2.616935, -2.035582, 0.149958)
C (-7.794331, 0.821131, -4.408655)
C (-6.994443, 2.097872, -4.389730)
N (-6.091687, 2.217937, -3.381425)
O (-7.135108, 2.978813, -5.219251)
H (-7.611009, 0.300999, -5.348954)
H (-8.853857, 1.064347, -4.327353)
H (-7.523754, 0.158825, -3.584873)
H (-5.942730, 1.515585, -2.677424)
H (-5.544108, 3.062223, -3.346955)
C (2.752133, 1.209128, 5.999761)
C (1.887409, 1.662072, 4.853385)
N (0.564125, 1.379535, 4.956936)
O (2.330135, 2.249173, 3.880256)
H (3.239452, 2.078149, 6.442167)
H (3.508127, 0.519400, 5.623919)
H (2.171949, 0.703424, 6.772573)
H (0.157112, 0.898716, 5.738884)
H (-0.034909, 1.672379, 4.201110)
C (6.845336, 2.776651, 1.311951)
C (6.121152, 4.095557, 1.235699)
N (4.951581, 4.171970, 1.925025)
O (6.541803, 5.045505, 0.600948)
H (7.833408, 2.938297, 1.743320)
H (6.948889, 2.369609, 0.306071)
H (6.309468, 2.052746, 1.928007)
H (4.568346, 3.412182, 2.461470)
H (4.447720, 5.043190, 1.889911)

Cartesian forces (eV/Å) of the 6 atoms listed first:
C 0.0 0.8 0.2
C -0.7 -1.5 1.6
C -0.1 1.1 0.1
C -0.7 0.6 -0.2
C 0.3 -0.8 1.3
C 0.5 -0.2 0.0

No. 2
Computed, not measured: a structure of composition C22H30GaN8PSe, with ωB97M-V/def2-TZVPD.

Its net charge is +2. The largest force on an atom comes out at 0.007 Eh/bohr. The calculation puts the HOMO energy at -13.92 eV. As for the energy relative to the best compared isomer or geometry (same formula, charge and spin): 4.55 kcal per mole. As for the HOMO-LUMO gap: 8.01 eV.

Element x y z (Å)
Ga (-0.608632, 0.432584, -0.208447)
N (-1.534723, 3.097489, 4.135056)
N (-1.408927, 2.919479, 2.786587)
N (-1.947577, 3.763415, 1.927194)
C (-1.698569, 3.169208, 0.778746)
N (-1.035892, 2.019211, 0.967722)
N (-0.861367, 1.873392, 2.278435)
H (-1.651555, 4.087464, 4.320833)
H (-0.732802, 2.699612, 4.610146)
H (-1.960422, 3.591448, -0.175033)
C (5.692250, -2.354713, 0.874521)
C (4.205501, -2.135238, 0.864683)
C (3.427083, -2.518398, -0.222409)
C (2.044302, -2.362035, -0.230332)
C (1.274491, -2.782229, -1.451111)
C (1.433843, -1.790611, 0.892607)
Se (-0.498507, -1.578491, 0.921386)
C (2.184588, -1.392518, 2.007935)
C (1.576907, -0.806031, 3.252201)
C (3.565092, -1.568717, 1.961377)
H (6.047496, -2.728466, -0.083917)
H (5.962912, -3.083189, 1.639669)
H (6.232463, -1.435718, 1.108824)
H (3.906504, -2.963885, -1.086367)
H (1.953337, -3.079704, -2.247872)
H (0.647300, -1.970043, -1.829198)
H (0.611931, -3.622017, -1.233570)
H (0.702758, -0.194802, 3.037996)
H (2.311685, -0.203724, 3.784912)
H (1.253296, -1.601359, 3.927355)
H (4.153624, -1.268813, 2.821543)
C (-3.054574, 1.724735, -2.636721)
P (-2.438532, 0.277962, -1.734273)
C (-2.134515, -1.016776, -2.955419)
C (-3.742056, -0.265006, -0.622062)
C (-3.904634, -1.623160, -0.348487)
C (-4.857472, -2.029380, 0.573193)
C (-5.640232, -1.088078, 1.225975)
C (-5.479279, 0.265273, 0.957754)
C (-4.529285, 0.680745, 0.039061)
H (-4.035796, 1.484421, -3.048589)
H (-2.380255, 1.972585, -3.456603)
H (-3.159491, 2.591468, -1.989340)
H (-3.088260, -1.422613, -3.294323)
H (-1.536277, -1.816766, -2.521218)
H (-1.600288, -0.596156, -3.807529)
H (-3.300934, -2.367785, -0.851058)
H (-4.991506, -3.082901, 0.776260)
H (-6.385515, -1.409695, 1.940598)
H (-6.103129, 0.995625, 1.454716)
H (-4.432647, 1.738778, -0.175270)
N (4.609599, 0.959930, -1.139923)
C (3.372442, 1.356859, -1.462286)
C (2.253946, 0.801577, -0.792628)
N (1.028568, 1.183178, -1.116232)
C (0.862546, 2.119732, -2.076010)
C (1.972083, 2.650133, -2.702416)
N (3.210869, 2.278574, -2.411392)
H (4.758729, 0.212877, -0.482243)
H (5.392916, 1.334494, -1.649809)
H (2.376055, 0.053373, -0.024053)
H (-0.144063, 2.423812, -2.326100)
H (1.852602, 3.399582, -3.475045)

Cartesian forces (eV/Å) of the 6 atoms listed first:
Ga 0.3 0.0 -0.3
N 0.0 0.0 0.0
N 0.0 0.0 -0.1
N 0.0 0.0 0.0
C 0.1 0.1 0.0
N -0.1 0.0 0.1